# 1
ORCA calculation (the ωB97M-V functional and the def2-TZVPD basis) on a structure of composition C2H4N2OS in a non-equilibrium geometry.

Geometry as XYZ:
```
10
Properties=species:S:1:pos:R:3:forces:R:3
C -0.02380 0.76431 0.45337 -5.1 -1.1 1.2
C 1.03385 -0.05225 -0.03844 -4.3 -2.9 -5.8
H -1.17793 -1.41783 -0.25309 -2.1 4.3 -1.0
H -2.89408 -0.71591 0.05640 3.6 2.1 -1.6
H 0.33301 1.48790 1.08724 0.6 2.0 1.3
H 2.94898 0.21035 -0.27169 -2.7 0.1 1.3
N -1.86163 -0.30577 -0.39639 -1.4 -5.0 3.8
N -1.37314 0.68517 0.47970 3.1 -1.9 -2.2
O 2.09765 0.47581 0.26901 8.0 1.8 1.0
S 0.91709 -1.13179 -1.38611 0.2 0.6 2.0
```
Positions in Å, forces in eV/Å.

Output
E_tot (eV): -17997.5507
HOMO (eV): -8.800
Energy relative to the best compared isomer or geometry (same formula, charge and spin) (kcal/mol): 117.8
Frontier orbital gap (eV): 7.878

# 2
ORCA calculation (the ωB97M-V functional and the def2-TZVPD basis) on an isolated molecule of C2H4N2OS in a non-equilibrium geometry.

Geometry as XYZ:
```
10
Properties=species:S:1:pos:R:3:forces:R:3
C -0.73854 0.36554 0.01202 -0.6 -2.8 -1.4
C 0.65559 -0.34524 -0.14364 -2.1 1.2 1.6
N -0.59280 1.64679 0.00178 -1.7 1.4 0.3
N 0.52488 -1.63087 0.02814 0.5 -3.6 -1.0
O -1.76327 -0.29873 0.02807 0.0 -0.1 0.2
S 1.93130 0.65596 -0.06794 2.2 -0.8 -0.3
H 0.39973 1.79561 0.13620 0.3 1.8 0.0
H -1.43567 2.19790 0.14827 0.8 0.2 0.0
H -0.37828 -2.18472 -0.16220 1.6 1.9 0.6
H 1.39704 -2.20224 0.01930 -1.1 0.7 0.0
```
Positions in Å, forces in eV/Å.

Output
E_tot (eV): -18001.7739
SMILES: NC(=O)C(N)=S
HOMO (eV): -8.832
Energy relative to the best compared isomer or geometry (same formula, charge and spin) (kcal/mol): 20.4
Frontier orbital gap (eV): 8.859

# 3
ORCA calculation (the ωB97M-V functional and the def2-TZVPD basis) on an isolated molecule of C2H4N2OS in a non-equilibrium geometry.

Geometry as XYZ:
```
10
Properties=species:S:1:pos:R:3:forces:R:3
C -0.33842 -0.91524 -0.84880 -0.2 -1.6 0.0
C 0.90107 0.40103 0.87090 -1.2 10.9 7.5
H -1.44282 1.27849 0.54842 -0.2 0.3 -3.2
H -0.07259 -1.97441 -1.09951 -0.5 1.0 0.0
H 1.54148 -0.97272 0.02334 0.8 -1.7 -1.0
H 1.88812 0.42338 1.46009 -1.1 -0.7 -1.2
N -1.44205 -0.42893 -1.18795 1.0 -0.7 -0.7
N 0.73844 -0.41336 -0.04812 -0.9 -3.0 -3.1
O 0.16667 1.45790 1.29006 2.1 -5.2 -1.8
S -1.93990 1.14386 -1.00842 0.2 0.8 3.4
```
Positions in Å, forces in eV/Å.

Output
E_tot (eV): -17998.7274
SMILES: O=CN/C=N\S
HOMO (eV): -8.479
Energy relative to the best compared isomer or geometry (same formula, charge and spin) (kcal/mol): 90.7
Frontier orbital gap (eV): 8.643

# 4
ORCA calculation (the ωB97M-V functional and the def2-TZVPD basis) on a structure of composition C2H4N2OS in a non-equilibrium geometry.

Geometry as XYZ:
```
10
Properties=species:S:1:pos:R:3:forces:R:3
C 0.48687 -1.13401 -0.45691 -0.1 -4.7 -0.6
C 0.17750 2.19624 1.32303 -3.8 1.5 -3.0
H -1.80523 -2.42910 -1.50361 0.3 -0.8 -0.8
H 1.26603 -2.14117 -0.25489 -2.3 3.0 -1.1
H -0.57453 3.20415 1.28147 2.0 -3.1 0.8
H 1.23274 2.41097 1.59962 -0.6 -0.6 -0.1
N -0.65249 -1.16591 -1.02770 1.4 -0.9 -0.4
N -0.29658 1.18579 0.56364 1.2 3.7 2.7
O -0.84565 -2.41449 -1.67883 -1.3 0.5 1.1
S 1.01134 0.28751 0.15418 3.3 1.3 1.4
```
Positions in Å, forces in eV/Å.

Output
E_tot (eV): -17996.7997
HOMO (eV): -8.481
Energy relative to the best compared isomer or geometry (same formula, charge and spin) (kcal/mol): 135.1
Frontier orbital gap (eV): 8.506

# 5
ORCA calculation (the ωB97M-V functional and the def2-TZVPD basis) on a cluster of 2 separate species, C2H4N2OS in total in a non-equilibrium geometry.

Geometry as XYZ:
```
10
Properties=species:S:1:pos:R:3:forces:R:3
C 1.62095 -1.64746 -0.09729 -0.4 -0.7 -0.2
C -1.12508 1.70487 0.18439 -0.4 0.3 -0.1
N 2.51633 0.22398 1.16212 -0.1 0.0 1.6
N 2.16040 -0.54569 0.23449 0.3 0.3 -0.5
O -0.16410 0.99648 0.19106 0.0 -0.1 0.0
S 2.91263 0.84344 -0.44649 0.3 0.3 -1.0
H 1.54319 -1.91065 -1.13401 0.1 0.1 -0.1
H 1.21294 -2.27739 0.67254 0.0 0.0 0.2
H -1.58132 2.11032 1.10436 0.1 -0.1 0.1
H -1.63418 2.00677 -0.74870 0.1 0.0 -0.1
```
Positions in Å, forces in eV/Å.

Output
E_tot (eV): -17996.5020
HOMO (eV): -7.806
Energy relative to the best compared isomer or geometry (same formula, charge and spin) (kcal/mol): 142.0
Frontier orbital gap (eV): 8.244

# 6
ORCA calculation (the ωB97M-V functional and the def2-TZVPD basis) on an isolated molecule of C2H4N2OS in a non-equilibrium geometry.

Geometry as XYZ:
```
10
Properties=species:S:1:pos:R:3:forces:R:3
C -0.20239 -1.80276 -0.19519 0.9 1.3 -0.5
C -0.29371 1.55610 0.72837 0.5 0.0 -0.2
H 1.50669 -1.64753 0.65716 0.2 0.5 0.0
H -1.06765 -2.36307 -0.50692 -0.3 -0.5 0.3
H -1.20846 -0.21317 -1.04188 0.2 -0.2 -0.1
H 0.22241 2.23040 1.39813 0.4 0.6 0.3
N 0.73613 -2.27724 0.49510 -0.7 -0.6 -0.1
N -0.26372 -0.53621 -0.85090 -0.3 0.0 0.0
O -1.46498 1.37649 0.77529 -1.1 -0.3 0.2
S 0.74604 0.75972 -0.46358 0.3 -0.6 0.2
```
Positions in Å, forces in eV/Å.

Output
E_tot (eV): -18000.7600
SMILES: [H]/N=C\NSC=O
HOMO (eV): -9.695
Energy relative to the best compared isomer or geometry (same formula, charge and spin) (kcal/mol): 43.8
Frontier orbital gap (eV): 10.104

# 7
ORCA calculation (the ωB97M-V functional and the def2-TZVPD basis) on an isolated molecule of C2H4N2OS in a non-equilibrium geometry.

Geometry as XYZ:
```
10
Properties=species:S:1:pos:R:3:forces:R:3
C 0.06745 0.21054 -0.19003 -0.5 -0.3 1.1
C 0.64741 0.04873 -1.52216 1.1 0.5 -1.5
H 0.28546 -1.79046 -0.12867 0.0 1.2 0.9
H -0.56890 -1.12237 1.24361 0.9 0.2 -0.9
H 0.82795 1.02503 -2.05376 -0.2 -0.8 0.1
H -0.72675 0.62226 2.38182 -0.5 0.9 -0.5
N 0.15440 -0.96587 0.50910 -1.4 -1.0 0.7
N -0.40009 1.36738 0.12331 -0.2 -0.4 0.3
O 0.96442 -1.04228 -1.95449 -0.3 1.0 0.1
S -1.25135 1.64703 1.59127 1.1 -1.2 -0.1
```
Positions in Å, forces in eV/Å.

Output
E_tot (eV): -18000.8089
SMILES: N/C(C=O)=N\S
HOMO (eV): -9.002
Energy relative to the best compared isomer or geometry (same formula, charge and spin) (kcal/mol): 42.7
Frontier orbital gap (eV): 8.811

# 8
ORCA calculation (the ωB97M-V functional and the def2-TZVPD basis) on an isolated molecule of C2H4N2OS in a non-equilibrium geometry.

Geometry as XYZ:
```
10
Properties=species:S:1:pos:R:3:forces:R:3
C 0.19926 0.91066 0.11369 -1.0 2.0 2.6
C -2.20801 -0.42271 -0.03023 -2.7 1.1 -0.9
H 2.45662 -1.06721 -0.69333 -0.4 -0.6 -0.5
H 2.53673 -0.07413 0.62764 -0.4 0.4 0.1
H 0.56743 1.53503 0.98751 0.0 -0.6 -1.2
H -1.51389 -1.23644 0.16615 0.3 -0.2 0.2
N 2.05500 -0.27908 -0.24179 2.2 -0.1 1.1
N 0.79310 -0.01955 -0.43257 0.3 -1.4 -2.1
O -3.42233 -0.54400 -0.15253 2.5 -0.1 0.4
S -1.46393 1.19742 -0.34454 -0.9 -0.5 0.3
```
Positions in Å, forces in eV/Å.

Output
E_tot (eV): -17999.8346
SMILES: N/N=C/SC=O
HOMO (eV): -8.992
Energy relative to the best compared isomer or geometry (same formula, charge and spin) (kcal/mol): 65.1
Frontier orbital gap (eV): 9.759

# 9
ORCA calculation (the ωB97M-V functional and the def2-TZVPD basis) on an isolated molecule of C2H4N2OS in a non-equilibrium geometry.

Geometry as XYZ:
```
10
Properties=species:S:1:pos:R:3:forces:R:3
C 0.75177 -0.07161 1.13149 -1.3 0.6 1.7
C -0.97797 0.81528 -0.78469 -1.6 0.6 1.3
H 1.23934 0.88413 1.15919 0.2 0.8 -0.4
H 1.15923 -0.59244 2.04154 -0.5 -0.1 -1.2
H 0.70015 0.73445 -1.92795 -2.2 -1.5 0.9
H -1.59753 1.33777 -1.47291 -0.4 0.8 -0.4
N -0.02356 0.08022 -1.41710 3.8 1.0 -0.6
N -1.38276 0.90050 0.43747 1.1 -0.9 -0.7
O -0.66336 0.12523 1.38298 0.4 0.2 0.3
S 0.93795 -0.91829 -0.38044 0.5 -1.5 -0.9
```
Positions in Å, forces in eV/Å.

Output
E_tot (eV): -17998.7208
SMILES: C1=NOCSN1
HOMO (eV): -9.014
Energy relative to the best compared isomer or geometry (same formula, charge and spin) (kcal/mol): 90.8
Frontier orbital gap (eV): 9.544

# 10
ORCA calculation (the ωB97M-V functional and the def2-TZVPD basis) on an isolated molecule of C2H4N2OS in a non-equilibrium geometry.

Geometry as XYZ:
```
10
Properties=species:S:1:pos:R:3:forces:R:3
C 0.88559 -0.15796 -0.43846 -2.4 0.5 -0.1
C -0.51733 0.12870 -0.84064 1.1 -0.3 -0.3
H -0.59960 0.02477 1.70181 1.0 -0.1 0.2
H 0.94227 -0.27776 2.66550 -0.8 0.1 0.0
H 1.61243 -0.26248 -1.22643 0.1 -0.1 0.0
H -1.53998 0.34824 -2.32088 1.6 -0.6 -0.5
N 0.43050 -0.07187 1.81650 1.0 -0.4 -0.8
N 1.25195 -0.26695 0.77565 0.0 0.2 1.7
O -0.57157 0.07739 -2.18715 -2.5 0.9 0.6
S -1.89425 0.45792 0.05411 0.8 -0.2 -0.7
```
Positions in Å, forces in eV/Å.

Output
E_tot (eV): -18000.3208
SMILES: N/N=C\C(O)=S
HOMO (eV): -9.251
Energy relative to the best compared isomer or geometry (same formula, charge and spin) (kcal/mol): 53.9
Frontier orbital gap (eV): 8.961

Copy entry 4 word for word.
ORCA calculation (the ωB97M-V functional and the def2-TZVPD basis) on a structure of composition C2H4N2OS in a non-equilibrium geometry.

Geometry as XYZ:
```
10
Properties=species:S:1:pos:R:3:forces:R:3
C 0.48687 -1.13401 -0.45691 -0.1 -4.7 -0.6
C 0.17750 2.19624 1.32303 -3.8 1.5 -3.0
H -1.80523 -2.42910 -1.50361 0.3 -0.8 -0.8
H 1.26603 -2.14117 -0.25489 -2.3 3.0 -1.1
H -0.57453 3.20415 1.28147 2.0 -3.1 0.8
H 1.23274 2.41097 1.59962 -0.6 -0.6 -0.1
N -0.65249 -1.16591 -1.02770 1.4 -0.9 -0.4
N -0.29658 1.18579 0.56364 1.2 3.7 2.7
O -0.84565 -2.41449 -1.67883 -1.3 0.5 1.1
S 1.01134 0.28751 0.15418 3.3 1.3 1.4
```
Positions in Å, forces in eV/Å.

Output
E_tot (eV): -17996.7997
HOMO (eV): -8.481
Energy relative to the best compared isomer or geometry (same formula, charge and spin) (kcal/mol): 135.1
Frontier orbital gap (eV): 8.506

Question: The highest HOMO belongs to which entry?
Answer: number 5

Question: Which of these has the highest energy relative to the best compared isomer or geometry (same formula, charge and spin)?
Answer: number 5